1.
C6H7NO2 in the gas phase at a distorted geometry, computed with the ωB97M-V functional and the def2-TZVPD basis.

```
16
Properties=species:S:1:pos:R:3:forces:R:3:lowdin_charge:R:1
O 0.52041 -2.19295 -0.02241 0.224 0.143 0.047 0.046
O 2.79550 -0.84667 -0.00800 -0.605 -0.926 -0.185 0.047
N -0.76705 -0.26284 -0.16287 1.013 0.760 0.675 -0.059
C -0.83863 1.15031 -0.08134 -0.031 -1.928 0.352 -0.086
C 0.27362 1.88068 -0.01313 1.544 0.319 0.002 -0.092
C -2.03495 -0.95419 0.01676 -0.650 -0.316 0.830 -0.043
C 1.58809 1.26725 -0.02099 -0.141 -1.891 -0.161 0.020
C 1.65080 -0.11934 -0.02604 0.231 0.924 -0.055 -0.243
C 0.46699 -0.96789 -0.04347 -2.105 1.034 -0.515 -0.362
H 2.49214 -1.81066 -0.09452 0.391 1.529 0.237 0.135
H 0.20167 2.94581 0.09761 -0.062 0.267 -0.039 0.096
H 2.55192 1.79647 -0.03471 -0.752 0.040 0.092 0.123
H -2.53163 -0.53382 0.94894 0.254 -0.330 -1.368 0.110
H -1.83689 1.54089 0.08759 0.174 -0.001 -0.365 0.119
H -1.86622 -2.01178 0.25521 0.180 0.309 -0.356 0.084
H -2.66578 -0.88129 -0.89864 0.335 0.066 0.809 0.103
```
Forces are in eV/Å.

Properties
* SMILES string: Cn1cccc(O)c1=O
* highest occupied orbital energy: -8.27 eV
* energy above the lowest of the compared OMol25 structures with the same formula, charge and spin: 0.0 kcal per mole
* HOMO-LUMO gap: 8.89 eV
* total energy: -438.0678 a.u.
* total charge: 0
* multiplicity: 1

2.
C6H7NO2 in the gas phase at a distorted geometry, computed with the ωB97M-V functional and the def2-TZVPD basis.

```
16
Properties=species:S:1:pos:R:3:forces:R:3:lowdin_charge:R:1
O -1.43305 1.11736 0.75922 1.806 -0.530 2.277 0.032
O 1.47734 -0.90191 -1.24277 -0.158 -1.169 -1.233 0.111
N 0.55137 -0.03261 0.59579 -1.327 5.028 3.009 0.117
C 2.65106 -1.23818 0.90172 2.645 7.584 -6.008 0.046
C 1.51089 -0.75763 -0.06014 2.720 1.609 0.966 -0.481
C -2.53918 0.71426 -1.08712 -3.056 1.413 -2.300 -0.110
C -0.64932 0.33149 0.02015 -1.784 -0.790 -3.035 -0.343
C -2.56355 1.29969 0.12341 -3.951 3.032 2.097 -0.185
C -1.32528 0.08369 -1.17950 5.003 -1.932 0.636 -0.035
H -0.68975 -0.49481 -1.89485 -1.566 0.689 0.115 0.119
H -3.32162 1.94279 0.83584 1.850 -1.766 -2.623 0.181
H 3.52238 -0.50290 1.08176 -2.197 -0.286 0.613 0.138
H 0.71153 1.02320 1.13040 0.854 -4.468 -1.167 0.273
H 3.21701 -1.87149 0.41417 2.253 -3.955 -2.742 0.021
H 2.13793 -1.64047 1.55115 -4.015 -3.727 7.723 -0.018
H -3.25775 0.92755 -1.94924 0.923 -0.732 1.672 0.136
```
Forces are in eV/Å.

Properties
* SMILES string: CC(=O)Nc1ccco1
* highest occupied orbital energy: -7.88 eV
* energy above the lowest of the compared OMol25 structures with the same formula, charge and spin: 81.3 kcal per mole
* HOMO-LUMO gap: 8.36 eV
* total energy: -437.9382 a.u.
* total charge: 0
* multiplicity: 1

3.
C6H7NO2 in the gas phase at a distorted geometry, computed with the ωB97M-V functional and the def2-TZVPD basis.

```
16
Properties=species:S:1:pos:R:3:forces:R:3:lowdin_charge:R:1
O -2.72832 -1.05359 -0.20911 0.969 1.420 -0.388 0.043
O 0.18667 -1.76650 -0.24560 0.772 0.616 0.047 0.022
N -1.29459 0.60734 0.50281 -0.382 -0.830 -1.555 0.037
C 1.25119 -0.77164 -0.40592 0.023 -0.922 -0.599 -0.212
C 0.90237 0.61312 -0.90261 -0.265 -0.687 -1.037 -0.083
C -0.15901 0.17284 1.26862 -0.672 -0.878 0.359 -0.119
C -2.07346 -0.04444 -0.44114 -1.711 -2.526 1.759 -0.281
C -0.04957 1.17527 0.14368 0.833 2.330 0.662 -0.201
C 0.62467 -1.06520 0.90284 0.907 1.037 -0.356 -0.196
H -0.03869 2.26230 0.32068 0.391 -0.499 -0.025 0.144
H 1.15633 -1.47704 1.77828 -0.424 -0.637 -0.849 0.155
H -0.27328 0.24048 2.33720 0.199 0.986 0.208 0.141
H -2.21278 0.49408 -1.36043 0.256 0.561 -0.725 0.130
H 0.62565 0.61805 -2.02164 0.025 0.122 1.792 0.150
H 2.20327 -1.11578 -0.84168 -0.498 -0.501 0.739 0.147
H 1.87953 1.11071 -0.82597 -0.421 0.408 -0.032 0.122
```
Forces are in eV/Å.

Properties
* SMILES string: O=CN1[C@H]2[C@H]3O[C@H]3C[C@H]21
* highest occupied orbital energy: -9.64 eV
* energy above the lowest of the compared OMol25 structures with the same formula, charge and spin: 69.4 kcal per mole
* HOMO-LUMO gap: 10.42 eV
* total energy: -437.9572 a.u.
* total charge: 0
* multiplicity: 1

4.
C6H7NO2 in the gas phase at a distorted geometry, computed with the ωB97M-V functional and the def2-TZVPD basis.

```
16
Properties=species:S:1:pos:R:3:forces:R:3:lowdin_charge:R:1
O 1.16273 -1.06314 -0.42700 -0.598 -1.184 -0.616 0.049
O -1.32848 -1.49270 0.61942 -0.394 1.088 -0.885 0.094
N -0.58365 0.46498 -0.40386 -0.907 -5.088 0.334 0.164
C 1.76038 0.92056 0.24479 1.080 4.700 2.458 -0.047
C 2.92598 0.10816 0.31883 -9.246 -5.731 -4.435 -0.001
C -2.98942 0.05160 -0.12478 6.492 8.085 1.215 0.028
C 2.49246 -1.20405 -0.18808 -1.531 8.226 2.848 -0.008
C -1.60572 -0.44134 0.06298 1.684 -0.907 1.454 -0.443
C 0.73776 0.15251 -0.11940 -0.236 0.024 -0.811 -0.376
H 3.79403 0.26874 0.57563 8.579 2.096 2.561 -0.006
H -3.20172 1.05457 0.65098 1.018 -2.153 -2.779 0.190
H -3.10878 0.19124 -1.12182 -0.775 1.299 -2.939 0.057
H 2.85763 -2.03660 -0.57038 2.022 -3.632 -1.098 0.065
H 1.65507 2.13343 0.58522 0.391 -3.901 -1.045 0.181
H -3.66224 -0.45334 0.21967 -7.036 -6.719 3.689 -0.034
H -0.90602 1.34538 -0.32220 -0.541 3.796 0.049 0.086
```
Forces are in eV/Å.

Properties
* SMILES string: CC(=O)Nc1ccco1
* highest occupied orbital energy: -8.04 eV
* energy above the lowest of the compared OMol25 structures with the same formula, charge and spin: 87.0 kcal per mole
* HOMO-LUMO gap: 8.74 eV
* total energy: -437.9292 a.u.
* total charge: 0
* multiplicity: 1

5.
A molecular structure, C6H7NO2 at a distorted geometry, computed with the ωB97M-V functional and the def2-TZVPD basis.

```
16
Properties=species:S:1:pos:R:3:forces:R:3:lowdin_charge:R:1
O -0.67501 1.26757 -0.41206 0.588 3.163 -1.307 -0.019
O 1.95234 -0.54574 -1.63090 -0.550 -0.926 1.973 -0.042
N 1.58914 -0.91970 -0.47656 2.543 -1.245 0.128 -0.291
C -0.67587 0.09326 0.14978 -1.915 -1.416 2.654 -0.262
C -2.58172 1.31098 0.66565 0.948 -3.679 -0.627 -0.045
C 0.67799 -0.55423 0.33420 -4.353 1.701 -2.621 -0.071
C -1.77104 2.09878 -0.16138 -0.727 -3.741 2.018 -0.059
C -1.93855 -0.15452 0.86438 1.808 3.714 -1.527 0.039
C 2.54911 -1.92227 0.49423 1.707 -1.235 1.248 -0.054
H -2.39610 -1.02910 1.50055 1.327 2.029 -1.553 0.122
H 0.59935 -1.18097 1.10255 0.025 -2.055 3.340 0.046
H 2.84958 -1.06550 1.47827 0.012 -2.988 -3.623 0.142
H 2.07629 -3.07930 1.41772 0.578 3.475 -3.202 0.176
H -3.59988 1.21295 1.02209 -0.033 1.541 -0.130 0.073
H -1.75625 3.11262 -0.57574 -0.015 -0.827 0.225 0.121
H 3.32494 -2.53943 -0.34695 -1.942 2.489 3.004 0.124
```
Forces are in eV/Å.

Properties
* highest occupied orbital energy: -8.38 eV
* energy above the lowest of the compared OMol25 structures with the same formula, charge and spin: 219.9 kcal per mole
* HOMO-LUMO gap: 8.52 eV
* total energy: -437.7174 a.u.
* total charge: 0
* multiplicity: 1

6.
C6H7NO2S in the gas phase at a distorted geometry, computed with the ωB97M-V functional and the def2-TZVPD basis.

```
17
Properties=species:S:1:pos:R:3:forces:R:3:lowdin_charge:R:1
S -1.48381 0.05986 -0.16446 0.373 0.434 2.235 0.589
O -1.91270 1.42206 -0.38132 -0.099 -1.173 -0.129 -0.300
O -1.96067 -1.12675 -0.75511 -0.634 -0.788 -2.458 -0.297
N -1.82801 -0.36804 1.43218 2.688 -3.235 0.339 -0.087
C 3.06667 -0.08953 0.06703 -1.032 0.123 0.568 -0.046
C 2.25165 -1.22824 -0.02609 1.436 1.445 -0.828 -0.095
C 0.99824 1.33129 -0.07995 -0.177 -3.056 0.201 -0.011
C 0.27746 0.03845 -0.17507 0.928 2.911 -0.511 -0.280
C 2.39257 1.18004 0.09066 1.029 -0.159 0.009 -0.079
C 0.91334 -1.19159 -0.21475 -0.983 2.639 0.900 -0.096
H 2.59383 -2.18713 -0.17135 1.690 -1.964 0.263 0.084
H 3.07979 2.02622 0.27138 -0.822 -0.165 -0.312 0.104
H 4.18187 -0.22057 0.21858 -1.597 0.508 -0.302 0.125
H -1.47039 0.35478 1.96564 0.419 2.315 1.805 0.005
H 0.34687 -2.06633 -0.20210 -0.860 -1.329 -0.413 0.100
H -1.03228 -1.17695 1.74027 -3.076 2.381 -1.426 0.167
H 0.42460 2.28357 -0.09593 0.718 -0.886 0.057 0.117
```
Forces are in eV/Å.

Properties
* SMILES string: NS(=O)(=O)c1ccccc1
* highest occupied orbital energy: -9.90 eV
* energy above the lowest of the compared OMol25 structures with the same formula, charge and spin: 45.9 kcal per mole
* HOMO-LUMO gap: 9.98 eV
* total energy: -836.1908 a.u.
* total charge: 0
* multiplicity: 1

7.
C6H7NO2S in the gas phase at a distorted geometry, computed with the ωB97M-V functional and the def2-TZVPD basis.

```
17
Properties=species:S:1:pos:R:3:forces:R:3:lowdin_charge:R:1
S -2.10718 2.18139 1.00428 0.312 -0.083 -0.006 0.921
O -0.64613 1.99789 3.14993 0.703 0.199 -0.323 0.053
O -3.13413 1.78610 1.99648 -0.456 -0.084 -0.027 -0.569
N 0.56384 0.01100 0.28947 -0.385 -1.314 -0.270 -0.109
C -0.56160 2.17712 1.96356 -0.481 -0.778 -0.382 -0.661
C 0.63192 2.24793 1.04845 -0.523 -0.201 1.959 -0.076
C -0.98355 -1.30482 -0.35497 0.817 -3.226 3.158 -0.099
C 0.39851 -0.83471 -0.91080 1.025 -1.153 -1.073 -0.127
C -0.63967 -0.40701 0.84780 1.217 0.512 -4.410 -0.035
C 1.16778 1.23727 0.36857 0.011 0.643 -2.011 -0.102
H -0.99929 -2.45252 0.08736 0.129 2.578 -1.467 0.157
H -0.93376 -0.10568 1.75717 -1.407 0.288 3.157 0.049
H 1.27227 -1.59406 -1.16121 -1.910 1.289 1.023 0.154
H 1.89035 1.47958 -0.46235 -0.283 -0.676 1.395 0.149
H 0.26711 -0.27524 -1.82805 0.021 0.491 -0.127 0.103
H -1.91881 -1.19426 -0.91048 0.424 0.425 0.017 0.099
H 1.12441 3.16297 1.21905 0.787 1.090 -0.614 0.095
```
Forces are in eV/Å.

Properties
* highest occupied orbital energy (alpha / beta): -8.41 / -6.98 eV
* energy above the lowest of the compared OMol25 structures with the same formula, charge and spin: 127.2 kcal per mole
* HOMO-LUMO gap (alpha / beta): 8.30 / 5.69 eV
* total energy: -836.0612 a.u.
* total charge: 0
* multiplicity: 1